{"formula": "C40H47AsBrF6LaN7O11PS2Si2", "method": "the ωB97M-V functional and the def2-TZVPD basis", "symbols": ["La", "Br", "C", "C", "C", "C", "C", "C", "N", "N", "C", "C", "C", "C", "O", "C", "N", "C", "C", "C", "C", "H", "H", "H", "H", "H", "H", "H", "H", "H", "O", "C", "O", "C", "C", "C", "C", "C", "C", "O", "N", "O", "O", "N", "O", "O", "H", "H", "C", "Si", "C", "C", "C", "C", "C", "C", "C", "C", "N", "Si", "C", "C", "C", "H", "H", "H", "H", "H", "H", "H", "H", "H", "H", "H", "H", "H", "H", "H", "H", "H", "H", "H", "H", "H", "H", "O", "N", "F", "As", "F", "F", "F", "F", "F", "C", "C", "C", "O", "P", "S", "S", "O", "C", "C", "C", "H", "H", "H", "H", "H", "H", "H", "H", "H", "H", "H", "H", "H", "H"], "coordinates": [[-0.4111, -0.7341, 0.1982], [3.1771, 2.4186, 8.8343], [3.1073, 3.4051, 7.2076], [2.7172, 4.7348, 7.2450], [2.6345, 5.4435, 6.0619], [2.8918, 4.8191, 4.8352], [3.3384, 3.4915, 4.8295], [3.4466, 2.7878, 6.0165], [2.8163, 5.6216, 3.7012], [2.4603, 5.3534, 2.5350], [1.7468, 4.3031, 1.9864], [1.8355, 4.2883, 0.5907], [1.2421, 3.3299, -0.2021], [0.5417, 2.2555, 0.3580], [-0.0827, 1.3717, -0.3276], [0.4771, 2.2053, 1.8099], [-0.1422, 1.1194, 2.3270], [-0.3775, 1.0982, 3.6221], [-0.1450, 2.1956, 4.4539], [0.4999, 3.2932, 3.9438], [0.9407, 3.2840, 2.6063], [2.4825, 5.2093, 8.1880], [2.3392, 6.4845, 6.0622], [3.6032, 3.0149, 3.8946], [3.7731, 1.7586, 5.9930], [2.4315, 5.0732, 0.1428], [1.3138, 3.3837, -1.2792], [-0.8177, 0.1945, 4.0257], [-0.4719, 2.1728, 5.4846], [0.6296, 4.1719, 4.5544], [1.0012, -3.6090, -0.4980], [0.8934, -3.1418, 0.6257], [-0.1781, -2.6686, 1.1653], [2.0606, -2.9576, 1.5720], [2.5904, -3.9285, 2.3577], [3.4633, -3.5710, 3.4031], [3.7510, -2.2497, 3.6466], [3.2284, -1.2469, 2.8387], [2.3636, -1.5537, 1.7354], [1.8326, -0.6993, 0.9540], [3.4715, 0.1095, 3.2437], [3.1413, 1.0282, 2.5159], [4.0030, 0.2907, 4.3379], [3.9911, -4.5932, 4.2675], [3.6844, -5.7546, 4.0381], [4.7145, -4.2571, 5.1933], [2.3279, -4.9683, 2.2235], [4.3790, -1.9827, 4.4821], [-6.3325, 0.0965, -0.1911], [-4.5502, -0.2574, -0.7809], [-4.3456, -2.1198, -0.4982], [-4.4045, 0.2437, -2.5991], [-3.5285, 0.8752, 0.3552], [-3.2835, 0.2835, 1.6532], [-4.0114, 0.6943, 2.7843], [-3.9555, -0.0386, 3.9482], [-3.1432, -1.1656, 3.9940], [-2.3869, -1.4687, 2.8796], [-2.4414, -0.7792, 1.7351], [-3.4750, 2.7422, 0.1396], [-5.2223, 3.4673, -0.0906], [-2.6776, 3.5901, 1.6413], [-2.5281, 3.2517, -1.4152], [-7.0280, -0.6264, -0.6200], [-6.6641, 1.0937, -0.4809], [-6.4060, 0.0279, 0.8966], [-4.0635, -2.6239, -1.4214], [-5.2838, -2.5580, -0.1555], [-3.5849, -2.3404, 0.2459], [-4.0388, -0.5927, -3.1942], [-3.6984, 1.0644, -2.7212], [-5.3697, 0.5469, -3.0072], [-4.6596, 1.5561, 2.6986], [-4.5496, 0.2430, 4.8079], [-3.0832, -1.7778, 4.8820], [-1.7134, -2.3184, 2.8864], [-5.8907, 3.2434, 0.7429], [-5.6810, 3.0772, -1.0009], [-5.1580, 4.5520, -0.1910], [-2.6066, 2.9307, 2.5069], [-3.2321, 4.4790, 1.9446], [-1.6623, 3.8983, 1.3873], [-3.1798, 3.2956, -2.2891], [-1.7134, 2.5606, -1.6326], [-2.0995, 4.2448, -1.2694], [1.6099, 0.7167, -2.5019], [2.4229, 1.0260, -1.6816], [-1.6363, -0.4353, -1.7541], [-0.8694, -1.9171, -2.5296], [0.6483, -1.4319, -1.7666], [-1.4491, -2.7281, -1.0861], [-0.0833, -3.2469, -3.2722], [-2.3633, -2.4501, -3.2819], [-0.6410, -0.9110, -3.9123], [2.0144, -0.8508, -5.6907], [3.3940, -0.2387, -5.8356], [4.3935, -1.1708, -6.4997], [3.8495, 0.2323, -4.5327], [4.6131, -0.5974, -3.4287], [6.5303, -0.8080, -3.6421], [4.0135, 0.6009, -1.6885], [3.7803, -1.9446, -3.2948], [4.3297, -3.1328, -2.6603], [4.4253, -2.9305, -1.1583], [3.4053, -4.2801, -3.0182], [1.6179, -1.1074, -6.6736], [1.3474, -0.1353, -5.2166], [2.0477, -1.7461, -5.0715], [3.3284, 0.6867, -6.4119], [4.5033, -2.0897, -5.9232], [5.3707, -0.6971, -6.5817], [4.0372, -1.4250, -7.4980], [5.3308, -3.2910, -3.0708], [3.4307, -2.7433, -0.7546], [5.0806, -2.0898, -0.9253], [4.8348, -3.8278, -0.6947], [2.3998, -4.0650, -2.6550], [3.7714, -5.1898, -2.5428], [3.3717, -4.4285, -4.0980]], "atomic_forces_ev_per_a": [[-0.6, 2.1, 2.7], [0.0, 0.0, -0.1], [0.0, 0.0, 0.1], [0.0, -0.1, 0.1], [-0.1, -0.1, -0.3], [-0.2, -0.9, 0.5], [0.0, 0.4, -0.1], [0.0, -0.1, 0.1], [0.5, 0.7, -0.6], [0.0, 0.9, 0.2], [-0.3, -0.9, -0.2], [0.2, 0.1, 0.7], [-0.4, -0.5, -0.2], [0.5, 1.1, 0.3], [0.3, 2.1, -0.4], [-0.1, 0.3, -0.1], [0.0, 0.1, 0.1], [-0.1, -0.2, -0.1], [0.1, 0.2, 0.0], [-0.2, -0.1, 0.0], [0.2, -0.1, -0.2], [0.0, 0.0, 0.0], [0.0, 0.0, 0.0], [-0.1, -0.1, 0.0], [0.0, 0.0, 0.0], [-0.1, 0.1, 0.0], [0.0, 0.0, 0.0], [0.0, 0.0, 0.0], [0.0, 0.0, 0.0], [0.1, 0.0, 0.1], [0.1, -0.2, 0.5], [1.0, -1.4, 0.4], [0.1, -2.4, 1.4], [-0.2, 0.6, -0.1], [0.1, -0.2, 0.1], [-0.3, 0.4, -0.5], [0.2, -0.1, 0.2], [-0.5, -0.6, -0.4], [0.5, 0.0, 0.5], [0.5, -0.3, 0.1], [0.2, 0.5, 0.2], [0.1, -0.2, 0.0], [0.0, -0.1, -0.2], [0.2, -0.3, 0.3], [0.0, 0.1, 0.0], [-0.1, 0.0, -0.1], [0.0, 0.0, 0.0], [0.0, 0.0, 0.0], [0.3, 0.2, -0.1], [-0.7, -0.1, -0.3], [0.2, 0.3, -0.1], [0.0, -0.1, 0.3], [-0.2, 0.0, -0.3], [0.0, -0.6, 0.6], [0.0, 0.1, -0.3], [0.1, -0.2, 0.0], [-0.1, 0.2, 0.1], [0.0, -0.2, 0.0], [-1.1, 0.2, 0.7], [0.1, 0.9, -0.3], [0.2, -0.4, 0.1], [-0.1, -0.4, -0.2], [-0.1, -0.3, 0.1], [0.0, -0.1, -0.1], [0.0, 0.0, 0.0], [0.0, -0.1, 0.0], [0.1, 0.0, 0.0], [-0.1, 0.1, 0.0], [0.0, -0.1, 0.0], [0.1, 0.0, 0.0], [0.0, 0.0, -0.1], [-0.1, 0.0, 0.1], [0.0, 0.0, 0.0], [0.0, 0.1, 0.0], [0.0, 0.0, 0.0], [0.1, 0.0, -0.1], [0.0, 0.0, 0.0], [0.0, 0.0, 0.0], [0.1, 0.0, 0.0], [0.0, 0.0, 0.1], [-0.1, 0.0, -0.1], [0.0, 0.0, 0.0], [-0.1, 0.0, 0.0], [0.1, 0.0, 0.0], [0.0, 0.0, 0.1], [0.8, 0.1, -0.3], [-1.9, 0.4, -0.1], [-0.4, -0.6, -1.5], [-1.7, -1.2, -3.5], [-0.3, -0.4, -1.4], [0.5, 0.3, -0.7], [0.1, 0.2, 0.6], [0.2, 0.5, 0.6], [0.5, 0.0, 0.6], [0.1, 0.2, 0.1], [-0.1, -0.2, -0.2], [0.1, 0.2, 0.2], [0.0, -0.1, 0.1], [-0.1, 0.2, 0.1], [-0.6, 0.2, 0.3], [2.2, -0.7, -0.4], [0.1, 0.3, -0.1], [0.1, -0.4, 0.3], [-0.1, 0.2, -0.2], [0.0, 0.3, -0.1], [0.0, 0.0, 0.0], [-0.1, 0.0, 0.0], [0.0, 0.0, 0.0], [0.0, 0.0, 0.0], [0.0, -0.1, 0.0], [0.0, 0.0, 0.0], [0.0, 0.0, 0.0], [-0.1, 0.1, -0.1], [0.0, 0.0, 0.1], [0.0, 0.0, 0.1], [0.0, 0.0, 0.0], [0.0, -0.1, 0.0], [0.0, 0.0, 0.0], [0.0, 0.0, 0.0]], "spin_multiplicity": 2, "s2": 0.76, "total_charge": -1, "orbital_gap_ev": [6.80, 5.48]}



{"formula": "C40H47BF4N12O3PtSSi", "method": "the ωB97M-V functional and the def2-TZVPD basis", "symbols": ["Pt", "C", "C", "C", "C", "N", "N", "B", "N", "C", "C", "C", "C", "N", "N", "C", "C", "C", "C", "N", "N", "C", "C", "C", "C", "N", "H", "H", "H", "H", "H", "H", "H", "H", "H", "H", "H", "H", "H", "H", "H", "H", "H", "H", "H", "H", "C", "C", "C", "C", "O", "Si", "S", "O", "C", "C", "C", "C", "O", "C", "C", "C", "C", "H", "H", "H", "H", "H", "H", "H", "H", "H", "H", "H", "H", "H", "H", "H", "H", "H", "H", "H", "H", "H", "H", "H", "H", "H", "H", "H", "F", "C", "C", "F", "C", "C", "C", "F", "C", "C", "C", "N", "C", "N", "F", "C", "C", "N", "C", "N"], "coordinates": [[-0.4122, -0.0470, 0.3423], [-1.0824, 4.0577, -2.2797], [-0.6361, 2.6795, -2.6394], [-0.8822, 1.9465, -3.8222], [-0.1921, 0.7733, -3.6536], [0.4072, 0.8072, -2.4414], [0.1440, 1.9931, -1.8216], [1.5993, -0.0842, -2.0367], [1.1459, -1.5433, -1.6513], [1.5211, -2.7559, -2.0855], [1.0279, -3.7125, -1.2206], [0.3420, -3.0074, -0.2338], [-0.3409, -3.5361, 0.9832], [0.4160, -1.7047, -0.5157], [2.2202, 0.4990, -0.7325], [3.4900, 0.7879, -0.4258], [3.5575, 1.1304, 0.9096], [2.2543, 1.0141, 1.3921], [1.7503, 1.2365, 2.7770], [1.4673, 0.6393, 0.3784], [2.6364, -0.0608, -3.1463], [3.2268, 1.0764, -3.5991], [3.7996, 0.8059, -4.8106], [3.4829, -0.5484, -5.0606], [3.8399, -1.3786, -6.2488], [2.7733, -1.0530, -4.0674], [-2.1616, 4.1043, -2.1344], [-0.8139, 4.7657, -3.0646], [-0.5958, 4.3678, -1.3545], [-1.4510, 2.2524, -4.6842], [-0.0441, -0.0634, -4.3195], [2.1172, -2.8326, -2.9772], [1.1668, -4.7777, -1.2809], [-1.3031, -3.9893, 0.7342], [-0.5006, -2.7515, 1.7217], [0.2708, -4.3123, 1.4404], [4.2627, 0.7233, -1.1718], [4.4302, 1.4205, 1.4673], [2.5851, 1.2300, 3.4745], [1.0484, 0.4557, 3.0715], [1.2449, 2.1987, 2.8611], [3.1745, 1.9965, -3.0383], [4.3664, 1.4779, -5.4318], [4.8977, -1.2793, -6.4909], [3.2705, -1.0686, -7.1263], [3.6242, -2.4272, -6.0533], [-3.7562, 6.0040, 2.4912], [-3.3922, 5.5273, 1.0955], [-4.6027, 5.5505, 0.1789], [-2.2548, 6.3573, 0.5229], [-2.8802, 4.1729, 1.2103], [-3.1820, 2.6841, 0.6965], [-1.0789, 2.0179, 0.9896], [-3.6099, 2.6171, -0.8486], [-4.6692, 2.0281, -1.6419], [-6.0249, 2.4178, -1.0717], [-4.4919, 2.5827, -3.0448], [-4.4920, 0.5219, -1.6390], [-4.1835, 1.7676, 1.5665], [-4.3922, 1.4042, 2.9511], [-5.6263, 0.5142, 2.9408], [-4.6468, 2.6584, 3.7699], [-3.1722, 0.6609, 3.4736], [-4.0443, 7.0550, 2.4569], [-2.9024, 5.9033, 3.1620], [-4.5928, 5.4356, 2.8940], [-4.9692, 6.5724, 0.0780], [-5.4099, 4.9416, 0.5927], [-4.3452, 5.1759, -0.8124], [-2.5426, 7.4081, 0.4786], [-2.0058, 6.0243, -0.4853], [-1.3689, 6.2660, 1.1514], [-6.1606, 3.4981, -1.1051], [-6.1264, 2.0759, -0.0412], [-6.8167, 1.9615, -1.6679], [-4.5613, 3.6712, -3.0328], [-5.2736, 2.1985, -3.7014], [-3.5208, 2.2950, -3.4469], [-4.6562, 0.1347, -0.6307], [-3.4868, 0.2658, -1.9741], [-5.2161, 0.0635, -2.3166], [-6.5142, 1.0991, 2.6983], [-5.7729, 0.0383, 3.9102], [-5.5180, -0.2656, 2.1856], [-5.4551, 3.2390, 3.3237], [-3.7522, 3.2790, 3.8249], [-4.9409, 2.3866, 4.7844], [-2.9591, -0.2253, 2.8727], [-3.3438, 0.3394, 4.5012], [-2.2925, 1.3099, 3.4688], [-6.5277, -3.9860, 1.1685], [-6.1101, -3.8603, -0.0804], [-6.8585, -4.3591, -1.0770], [-7.9861, -4.9711, -0.7803], [-6.4861, -4.2354, -2.4780], [-5.2166, -3.5624, -2.7070], [-4.4806, -3.0564, -1.7077], [-3.3011, -2.5161, -1.9855], [-4.8830, -3.1322, -0.3197], [-4.1558, -2.5687, 0.6923], [-3.0491, -1.6972, 0.4613], [-2.1791, -0.9653, 0.3441], [-4.3898, -2.7901, 2.0892], [-4.4750, -2.9794, 3.2190], [-4.7632, -3.4710, -3.9411], [-7.2568, -4.7117, -3.4901], [-6.9118, -4.5850, -4.8774], [-6.7009, -4.5228, -6.0041], [-8.5089, -5.3830, -3.2910], [-9.5298, -5.9013, -3.2067]], "atomic_forces_ev_per_a": [[0.0, 0.0, -0.1], [0.0, 0.0, 0.0], [-0.1, 0.0, -0.1], [0.0, 0.0, 0.0], [0.0, 0.0, 0.1], [-0.1, -0.1, 0.0], [0.1, 0.0, -0.1], [0.1, 0.0, 0.0], [0.0, 0.0, -0.1], [0.0, 0.0, 0.0], [0.0, 0.0, 0.0], [0.0, 0.0, 0.0], [0.0, 0.0, 0.0], [0.0, 0.0, 0.1], [0.0, 0.0, 0.0], [0.0, 0.0, 0.0], [0.0, 0.0, 0.0], [0.0, 0.0, 0.0], [0.0, 0.0, 0.0], [0.0, -0.1, 0.2], [-0.1, 0.0, 0.0], [0.0, 0.0, 0.0], [0.0, 0.0, 0.0], [0.0, 0.0, 0.0], [0.0, 0.0, 0.0], [0.0, 0.0, 0.0], [0.0, 0.0, 0.0], [0.0, 0.0, 0.0], [0.0, 0.0, 0.0], [0.0, 0.0, 0.0], [0.0, 0.0, 0.0], [0.0, 0.0, 0.0], [0.0, 0.0, 0.0], [0.0, 0.0, 0.0], [0.0, 0.0, 0.0], [0.0, 0.0, 0.0], [0.0, 0.0, 0.0], [0.0, 0.0, 0.0], [0.0, 0.0, 0.0], [0.0, 0.0, 0.0], [0.0, 0.0, 0.0], [0.0, 0.0, 0.0], [0.0, 0.0, 0.0], [0.0, 0.0, 0.0], [0.0, 0.0, 0.0], [0.0, 0.0, 0.0], [0.0, 0.0, 0.0], [0.1, 0.0, -0.1], [0.0, 0.0, 0.0], [0.0, 0.0, 0.0], [-0.1, 0.0, 0.2], [0.0, 0.0, 0.0], [0.0, 0.0, -0.1], [0.0, 0.0, 0.0], [0.0, 0.0, 0.0], [0.0, 0.0, 0.0], [0.0, 0.0, 0.0], [0.0, -0.1, 0.0], [0.1, -0.1, -0.1], [-0.1, 0.1, 0.0], [0.0, 0.0, 0.0], [0.0, 0.0, 0.0], [0.0, 0.0, 0.0], [0.0, 0.0, 0.0], [0.0, 0.0, 0.0], [0.0, 0.0, 0.0], [0.0, 0.0, 0.0], [0.0, 0.0, 0.0], [0.0, 0.0, 0.0], [0.0, 0.0, 0.0], [0.0, 0.0, 0.0], [0.0, 0.0, 0.0], [0.0, 0.0, 0.0], [0.0, 0.0, 0.0], [0.0, 0.0, 0.0], [0.0, 0.0, 0.0], [0.0, 0.0, 0.0], [0.0, 0.0, 0.0], [0.0, 0.0, 0.0], [0.1, 0.0, 0.0], [0.0, 0.0, 0.0], [0.0, 0.0, 0.0], [0.0, 0.0, 0.0], [0.0, 0.0, 0.0], [0.0, 0.0, 0.0], [0.0, 0.0, 0.0], [0.0, 0.0, 0.0], [0.0, 0.0, 0.0], [0.0, 0.0, 0.0], [0.0, 0.0, 0.0], [0.0, 0.0, 0.0], [0.0, 0.0, 0.0], [0.0, 0.0, 0.0], [0.0, 0.0, 0.0], [0.0, 0.0, 0.0], [0.0, 0.0, 0.0], [0.0, 0.0, 0.0], [0.1, 0.1, 0.0], [0.0, 0.0, 0.0], [0.0, 0.0, 0.0], [-0.1, 0.0, -0.2], [0.0, 0.0, 0.3], [0.0, -0.1, 0.0], [0.0, 0.1, 0.0], [0.0, 0.0, 0.0], [0.0, 0.0, 0.0], [0.0, 0.0, 0.0], [0.0, 0.0, 0.0], [0.0, 0.1, 0.0], [0.0, 0.0, 0.0]], "spin_multiplicity": 2, "s2": 0.75, "total_charge": 1, "orbital_gap_ev": [4.84, 4.83]}